This record from the OMol25 dataset describes 6 unconnected molecules or ions with the total composition C53H116N2O5P2. The level of theory is ωB97M-V/def2-TZVPD.

Maximum force = 0.060 hartree/bohr
Energy relative to the best compared isomer or geometry (same formula, charge and spin) = 0.0 kJ/mol
Energy = -88625.4197 eV
Total charge = +2
HOMO-LUMO gap = 5.9 eV

Cartesian coordinates (Å):
P  -3.68228  3.21941  -3.39898
P  -2.40073  -1.86278  1.33157
O  1.02484  -0.30652  1.10843
O  3.12941  0.22784  1.73854
O  2.73704  -1.05740  6.83861
O  1.84801  -2.32634  5.15513
O  1.14374  -2.62431  7.28408
N  4.25340  -2.71533  -0.78960
N  6.27263  0.96788  4.37511
C  -5.49948  5.36869  -2.97522
C  -1.99145  -4.37613  -3.32864
C  4.33400  1.96040  5.36749
C  9.19376  0.66796  0.60490
C  1.90763  -1.99578  6.55237
C  -5.72089  6.65342  -2.20394
C  -4.31024  4.58035  -2.39761
C  -0.82373  2.16974  -0.49895
C  6.37996  -1.56114  -0.70448
C  -1.85179  3.03687  -5.52827
C  7.40019  1.25044  3.51869
C  5.24965  -0.51701  -0.71248
C  -2.88144  3.93928  -4.85070
C  1.32564  0.79852  3.21296
C  -7.39552  0.73936  -5.16695
C  4.01659  -1.27590  -1.18925
C  -1.48411  3.01188  -1.61904
C  -4.54338  -2.35728  3.06635
C  -6.25707  1.28762  -6.00005
C  7.92959  1.44673  1.00555
C  -5.04574  2.14810  -3.93785
C  -3.34030  0.74607  1.84421
C  5.23136  2.05819  4.17050
C  1.14183  -4.55035  -2.19475
C  -5.64452  -3.34139  3.45375
C  -1.62729  4.74988  -7.41803
C  -2.36821  -3.06678  -1.20411
C  5.66673  -0.35650  4.23290
C  1.08708  -5.01321  2.22718
C  -4.88564  1.41314  -5.29067
C  -1.74095  -3.05683  -2.59112
C  -2.29689  2.76612  3.23132
C  -1.25045  -2.87092  2.29610
C  -4.06554  -2.51113  1.62654
C  -3.48958  1.91229  2.82070
C  7.07787  0.82534  2.08703
C  -1.38443  -4.37235  2.18005
C  3.47049  -3.65058  -1.67429
C  1.34333  -4.43665  -3.71742
C  -5.16054  -4.79534  3.52391
C  -2.52166  2.23728  -2.43436
C  4.03292  -2.87008  0.63928
C  1.98224  -3.55368  -1.41949
C  -1.74822  3.27900  -7.02815
C  -0.01556  3.06616  0.41803
C  -2.20593  -0.24218  2.13485
C  -6.87044  7.43896  -2.80639
C  6.57846  1.19115  5.84511
C  -1.83211  -1.92511  -0.36618
C  1.87773  0.19610  1.92848
C  5.69526  -2.86950  -1.09654
C  5.29119  1.62929  6.50590
C  -0.26829  -5.10737  2.92960
H  -5.25772  5.58101  -4.02364
H  4.81577  -2.26056  1.07354
H  -6.53418  2.29672  -6.31721
H  7.35536  1.64994  0.08504
H  9.81823  1.25921  -0.06008
H  -6.93406  7.41688  -3.89844
H  -6.43949  -3.32445  2.70205
H  -4.82751  -1.34385  3.35602
H  -2.06422  1.44078  -3.02524
H  -7.82220  6.97996  -2.51582
H  3.87152  -4.62360  -1.37319
H  -0.65623  3.28622  -2.28496
H  -2.05341  -0.41031  3.20362
H  8.94967  -0.29399  0.15961
H  0.09175  -4.34236  -1.95916
H  -1.31930  4.86933  -8.45170
H  -3.85432  1.50360  3.76901
H  -0.89759  3.13204  -4.99970
H  -4.27129  2.55926  2.41809
H  -0.85661  5.22080  -6.79083
H  6.87257  -1.67787  0.25470
H  -5.28527  1.51952  -3.08627
H  -2.46970  4.92036  -4.59720
H  -0.59219  -6.11846  3.17751
H  1.78761  -3.62541  -0.34600
H  7.84814  2.22684  3.67033
H  -7.66215  1.33201  -4.28754
H  -5.94959  6.44425  -1.15436
H  -8.32060  0.71167  -5.75113
H  7.38191  1.93779  5.85233
H  -4.53377  4.27661  -1.36641
H  0.43897  -4.60070  -4.29121
H  -7.26195  -0.29553  -4.83512
H  3.93635  -1.27929  -2.27463
H  8.26164  2.48759  1.14769
H  -6.02898  -3.06797  4.43418
H  -5.80374  2.91466  -4.14757
H  -4.65730  -1.83135  0.98602
H  4.13878  -3.91031  0.94161
H  5.87045  2.93258  4.09398
H  -6.37927  4.72411  -2.96667
H  5.45160  2.46196  7.18054
H  5.39598  0.26949  -1.45620
H  4.97719  -0.48856  5.07143
H  -1.90903  3.42611  2.44795
H  1.58590  -4.05055  2.33361
H  3.53357  1.27863  5.16396
H  2.46792  -1.68203  4.78092
H  -2.57133  3.36533  4.09383
H  1.75083  -5.79510  2.61113
H  7.12895  -1.33469  -1.46014
H  -3.15234  1.71223  -1.69299
H  -0.15346  1.43424  -0.94495
H  3.04505  -2.52165  0.91926
H  -4.79477  7.23174  -2.14904
H  -2.52426  5.34415  -7.24022
H  -4.25287  1.91303  -6.02408
H  -0.64949  -3.03150  -2.47311
H  -0.44581  4.06046  0.53525
H  1.66681  -3.40599  -3.92084
H  -1.39704  2.19843  3.49014
H  5.99733  0.94971  1.93892
H  9.80313  0.51140  1.50165
H  -0.25645  -2.44956  2.09148
H  1.68660  0.22218  4.06389
H  2.16337  -5.05878  -4.07642
H  1.28448  -5.54798  -1.76924
H  1.02704  -5.24449  1.15017
H  -1.23454  0.10842  1.74323
H  8.15012  0.53777  3.88842
H  1.64623  -2.55148  -1.72396
H  -4.69348  -5.11108  2.59011
H  -0.93274  2.71472  -7.47600
H  -1.33659  -4.55493  -4.17591
H  -4.32325  0.25534  1.87892
H  -4.14602  -3.52253  1.23612
H  6.42546  -1.13131  4.33780
H  7.15334  -0.27023  2.04788
H  4.69540  1.85847  3.24218
H  -1.42787  -2.66660  3.35651
H  3.07982  -0.94118  -0.74085
H  -2.35007  -4.64352  2.62125
H  5.10570  -0.41273  3.30237
H  -3.68877  -2.53738  3.74183
H  5.80704  -3.12424  -2.15179
H  -1.87625  3.90536  -1.13226
H  -3.73534  4.19533  -5.49664
H  -3.45976  -3.07273  -1.28855
H  -6.01295  -5.45586  3.70777
H  -2.14620  -4.02557  -0.72297
H  -3.02601  -4.46020  -3.68044
H  -0.74329  -1.80646  -0.32992
H  -2.67685  2.90210  -7.48064
H  -3.33127  1.10008  0.80411
H  -2.15266  -1.03854  -0.93535
H  0.24338  0.89141  3.23424
H  4.97477  0.77244  7.10665
H  3.78957  -3.38926  -2.67827
H  -1.63536  1.67499  0.03722
H  0.99246  3.20184  0.01589
H  -4.52091  -5.00080  4.38622
H  -4.40860  0.46435  -5.02813
H  -6.88230  8.48042  -2.49452
H  0.13369  2.57373  1.37627
H  -0.11300  -4.66612  3.92702
H  -1.39981  -4.78794  1.16473
H  1.67823  1.83050  3.29517
H  3.94251  2.95891  5.55888
H  -1.89799  -5.20909  -2.62352
H  -2.07599  -2.21587  -3.19959
H  7.08457  0.28996  6.19390
H  -3.39671  5.18135  -2.26809
H  -2.14504  1.99443  -5.34212
H  5.15875  -0.00128  0.23689
H  -6.03042  0.63642  -6.84651
H  6.15594  -3.73489  -0.61544